No. 1
132
Properties=species:S:1:pos:R:3 method="wB97M-V/def2-TZVPD" homo_lumo_gap_ev=5.83 homo_energy_ev=-9.066 total_charge=+1
Sr 2.04 5.06 -1.47
C 0.28 4.39 1.41
C 0.15 2.90 1.16
C -1.37 2.64 1.07
C -1.71 1.27 0.46
C -1.08 1.29 -0.95
C 0.47 1.36 -0.89
N 0.81 2.55 -0.12
O 2.22 2.81 -0.15
C 0.85 1.53 -2.35
C 1.00 0.01 -0.33
C 0.75 2.12 2.33
H 0.44 4.99 0.51
H 1.06 4.64 2.12
H -0.61 4.76 1.92
H -2.04 3.36 0.60
H -1.73 2.47 2.09
H -2.78 1.14 0.28
H -1.38 0.43 1.07
H -1.51 2.11 -1.54
H -1.47 0.42 -1.47
H 0.50 2.45 -2.83
H 0.44 0.74 -2.97
H 1.94 1.61 -2.46
H 0.20 -0.74 -0.33
H 1.21 0.13 0.73
H 1.83 -0.44 -0.86
H 0.70 2.64 3.29
H 1.77 1.85 2.09
H 0.16 1.22 2.57
C -2.96 0.35 3.82
C -4.46 0.61 3.97
C -5.32 -0.60 3.64
O -4.74 1.07 5.31
H -2.24 0.96 4.35
H -2.84 0.42 2.73
H -2.78 -0.70 4.08
H -4.67 1.47 3.33
H -4.72 -1.32 3.06
H -6.07 -0.32 2.89
H -5.70 -1.11 4.51
H -4.17 0.62 5.94
C 1.03 -4.77 -1.97
C -0.16 -4.42 -2.90
C -0.63 -3.02 -2.52
O 0.15 -4.61 -4.25
H 1.38 -5.79 -2.04
H 0.66 -4.46 -0.99
H 1.86 -4.13 -2.28
H -1.01 -5.04 -2.61
H -1.28 -3.04 -1.64
H -1.09 -2.42 -3.30
H 0.21 -2.40 -2.16
H 0.99 -4.17 -4.44
C -4.16 -1.72 -1.00
C -4.34 -3.08 -0.31
C -5.73 -3.42 0.22
O -4.06 -4.04 -1.34
H -4.58 -1.02 -0.26
H -4.79 -1.59 -1.88
H -3.12 -1.52 -1.25
H -3.66 -2.97 0.54
H -5.56 -4.34 0.79
H -6.49 -3.51 -0.55
H -6.08 -2.72 0.99
H -3.57 -4.78 -0.94
C 2.65 -1.35 -7.60
C 2.14 -1.89 -6.26
C 1.58 -0.80 -5.36
O 1.16 -2.88 -6.56
H 3.43 -0.61 -7.36
H 1.88 -0.85 -8.19
H 3.10 -2.07 -8.28
H 2.98 -2.32 -5.72
H 0.50 -0.69 -5.30
H 1.96 0.19 -5.62
H 1.90 -1.06 -4.34
H 0.51 -2.57 -7.20
C 0.94 -3.37 2.74
C -0.17 -4.33 2.50
C -1.36 -3.56 1.95
O 0.23 -5.41 1.64
H 0.69 -2.57 3.44
H 1.42 -3.06 1.80
H 1.88 -3.82 3.11
H -0.45 -4.88 3.41
H -2.25 -4.14 1.74
H -1.07 -2.98 1.08
H -1.66 -2.85 2.73
H 1.16 -5.31 1.42
C 3.73 -0.83 1.58
C 4.96 -1.41 2.21
C 4.69 -2.01 3.60
O 5.59 -2.39 1.39
H 3.03 -1.64 1.39
H 3.96 -0.38 0.61
H 3.36 -0.08 2.28
H 5.64 -0.56 2.36
H 5.67 -2.35 3.95
H 4.06 -2.90 3.52
H 4.18 -1.34 4.29
H 4.99 -2.62 0.68
C 2.51 4.16 -4.73
C 3.69 3.52 -3.96
O 4.08 4.21 -2.78
O 1.40 4.61 -3.94
H 2.16 3.52 -5.54
H 2.98 5.04 -5.18
H 4.49 3.36 -4.69
H 3.46 2.49 -3.64
H 4.65 3.61 -2.27
H 0.60 4.49 -4.45
C -1.45 5.68 -1.87
C -0.74 6.99 -2.16
O 0.41 7.15 -1.32
O -0.51 4.59 -1.81
H -2.14 5.48 -2.70
H -2.02 5.73 -0.94
H -1.38 7.87 -2.26
H -0.33 6.87 -3.17
H 0.21 7.80 -0.64
H -1.11 3.83 -1.74
C -0.17 -0.73 6.79
C 0.92 0.07 6.10
O 1.10 1.27 6.87
O -1.42 -0.02 6.70
H -0.05 -0.76 7.88
H -0.21 -1.74 6.39
H 0.86 0.36 5.05
H 1.84 -0.52 6.11
H 1.97 1.66 6.80
H -1.25 0.89 6.97

---

No. 2
30
Properties=species:S:1:pos:R:3 method="wB97M-V/def2-TZVPD" spin_multiplicity=5 homo_lumo_gap_ev="7.58 / 7.65" homo_energy_ev="-4.618 / -4.687" total_charge=-1 relative_energy_kcal_mol=0.00
C -0.43 -1.49 -1.96
C 0.84 -0.84 -2.08
C 1.68 -1.34 -1.02
H 1.13 -0.12 -2.85
C 0.92 -2.24 -0.22
C -0.37 -2.34 -0.80
H -1.15 -3.02 -0.44
H -1.29 -1.42 -2.62
H 2.76 -1.22 -0.92
H 1.32 -2.83 0.61
Ho -0.54 0.42 -0.25
Br -1.16 1.75 -2.51
C -1.99 0.93 1.75
C -1.97 -0.49 1.61
C -2.58 -0.80 0.34
H -1.72 -1.21 2.39
C -2.95 0.42 -0.30
C -2.59 1.49 0.57
H -2.78 2.55 0.40
H -1.73 1.48 2.65
H -2.82 -1.80 -0.02
H -3.47 0.52 -1.25
F 4.00 0.23 1.28
C 3.47 1.28 0.63
F 4.30 2.33 0.76
F 3.43 0.96 -0.70
S 1.72 1.69 1.21
O 1.08 0.36 1.50
O 1.84 2.62 2.29
O 1.05 2.15 -0.05

---

No. 3
15
Properties=species:S:1:pos:R:3 method="wB97M-V/def2-TZVPD" homo_lumo_gap_ev=10.24 homo_energy_ev=-14.007 total_charge=+1 relative_energy_kcal_mol=49.04
C 1.93 1.25 -1.54
C 1.29 0.60 -0.42
C 0.04 -0.02 -0.49
N -0.12 -0.85 0.75
H 2.42 0.93 -2.53
H 1.15 1.91 -1.99
H 2.65 1.82 -1.08
H 1.92 0.37 0.45
H -0.52 -0.34 -1.42
H 0.35 -0.40 1.55
H -1.15 -1.10 0.97
H 0.34 -1.88 0.68
H -3.47 -0.23 2.29
H -3.77 -1.25 1.17
O -3.04 -0.83 1.59

---

No. 4
18
Properties=species:S:1:pos:R:3 method="wB97M-V/def2-TZVPD" spin_multiplicity=4 homo_lumo_gap_ev="2.22 / 2.79" homo_energy_ev="-11.202 / -11.202" total_charge=+1
V 5.52 -2.14 -3.06
Br 2.80 -1.72 -0.60
C -0.54 3.00 -2.46
O -1.40 2.43 -3.06
N 0.59 2.49 -2.12
N -0.56 4.19 -1.91
H 0.86 1.54 -2.30
H 1.29 3.03 -1.63
H -1.43 4.68 -1.75
H 0.28 4.47 -1.41
C -1.39 -2.89 2.84
O -2.14 -3.08 3.76
N -0.27 -3.55 2.72
N -1.37 -1.81 2.02
H -0.14 -4.37 3.30
H 0.43 -3.31 2.03
H -0.49 -1.89 1.53
H -2.06 -1.08 2.09

---

No. 5
79
Properties=species:S:1:pos:R:3 method="wB97M-V/def2-TZVPD" homo_lumo_gap_ev="4.49 / 5.20" homo_energy_ev="-8.392 / -8.915" total_charge=+1 relative_energy_kcal_mol=65.66
Ti 0.44 0.78 -0.67
N -3.10 -3.11 1.77
C -1.84 -2.81 1.68
N -1.40 -1.59 1.44
C -2.29 -0.47 1.34
N -1.97 0.75 1.28
N -0.67 1.15 1.09
C -0.33 2.22 1.74
C 1.03 2.68 1.54
C 1.61 3.68 2.30
C 2.95 3.96 2.10
C 3.67 3.23 1.16
C 3.01 2.27 0.42
N 1.71 2.00 0.60
C -3.72 -0.83 1.37
C -4.70 0.14 1.15
C -6.03 -0.22 1.16
C -6.41 -1.55 1.39
C -5.44 -2.51 1.60
C -4.11 -2.14 1.59
H -3.36 -4.07 1.94
H -1.10 -3.60 1.77
H -1.01 2.68 2.44
H 1.02 4.21 3.04
H 3.44 4.73 2.68
H 4.71 3.42 0.97
H 3.51 1.70 -0.35
H -4.39 1.16 0.96
H -6.79 0.53 1.00
H -7.45 -1.83 1.39
H -5.72 -3.55 1.76
C 2.45 -0.55 4.47
C 1.09 -0.73 4.67
C 0.26 -1.07 3.60
C 0.80 -1.22 2.33
C 2.16 -1.02 2.12
C 2.98 -0.70 3.19
N -0.01 -1.49 1.19
C 0.36 -2.43 0.15
C 1.04 -3.61 0.39
C 1.16 -4.52 -0.64
C 0.56 -4.26 -1.86
C -0.10 -3.06 -2.09
C -0.16 -2.11 -1.09
N -0.64 -0.79 -1.25
N -1.85 -0.68 -1.85
C -2.17 0.61 -1.94
C -3.40 1.01 -2.54
C -3.72 2.33 -2.58
C -2.84 3.28 -2.03
C -1.67 2.85 -1.48
N -1.31 1.54 -1.42
H 3.10 -0.30 5.30
H 0.67 -0.61 5.65
H -0.80 -1.19 3.78
H 2.56 -1.12 1.12
H 4.04 -0.55 3.02
H 1.47 -3.81 1.37
H 1.71 -5.44 -0.49
H 0.64 -4.99 -2.67
H -0.52 -2.84 -3.06
H -4.03 0.23 -2.95
H -4.65 2.65 -3.04
H -3.07 4.34 -2.05
H -0.96 3.56 -1.07
O 2.61 -1.80 -2.39
C 2.52 -0.61 -2.20
O 1.92 -0.11 -1.10
C 3.14 0.41 -3.09
C 4.23 -0.02 -3.85
C 4.92 0.87 -4.65
C 4.51 2.20 -4.70
C 3.41 2.62 -3.96
C 2.70 1.74 -3.15
S 1.22 2.35 -2.42
H 4.52 -1.06 -3.79
H 5.76 0.54 -5.24
H 5.04 2.91 -5.32
H 3.08 3.65 -4.02

---

No. 6
17
Properties=species:S:1:pos:R:3 method="wB97M-V/def2-TZVPD" homo_lumo_gap_ev=4.94 homo_energy_ev=-6.906 total_charge=0 relative_energy_kcal_mol=163.92
C -2.42 -0.30 -0.52
N -2.00 0.59 0.52
C -0.88 1.27 0.26
C 0.31 0.19 0.65
C 1.81 0.09 -0.09
C 2.47 -1.12 0.29
H -2.56 0.30 -1.45
H -3.43 -0.64 -0.31
H -1.77 -1.10 -0.90
H -0.62 1.61 -0.76
H -0.71 2.05 1.00
H -0.10 -0.78 0.42
H 0.47 0.27 1.73
H 2.52 -1.95 -0.39
H 2.19 1.03 -0.46
H 3.34 -1.05 0.96
H 1.39 -0.45 -0.96

---

No. 7
34
Properties=species:S:1:pos:R:3 method="wB97M-V/def2-TZVPD" homo_lumo_gap_ev=8.88 homo_energy_ev=-19.558 total_charge=+3
Sr -0.04 -0.17 -0.98
O -2.88 -3.86 -1.84
H -2.55 -4.11 -2.73
H -2.97 -4.67 -1.30
H -2.29 -3.16 -1.36
O 1.01 -3.99 -0.05
H 1.61 -3.24 0.09
H 0.08 -3.58 -0.38
H 1.43 -4.62 -0.68
F -0.93 -2.64 -0.67
C -1.08 2.87 -2.68
O 0.13 2.37 -2.12
C 0.57 3.24 -1.06
C 1.68 2.60 -0.28
N 1.31 1.39 0.52
C 0.35 1.69 1.61
C 0.29 0.45 2.48
O 0.12 -0.70 1.64
C 0.10 -1.92 2.39
H -1.34 2.32 -3.59
H -0.99 3.91 -3.01
H -1.95 2.86 -2.00
H -0.29 3.39 -0.39
H 0.86 4.24 -1.40
H 2.20 3.36 0.32
H 2.44 2.26 -1.00
H 2.19 1.06 0.92
H -0.64 1.97 1.24
H 0.75 2.47 2.27
H -0.54 0.54 3.18
H 1.19 0.39 3.10
H -0.56 -1.83 3.25
H 1.10 -2.20 2.73
H -0.36 -2.70 1.78